1.
The following is a quantum chemistry calculation of 2 unconnected molecules or ions with the total composition C2H7N2 in a non-equilibrium geometry, from the Open Molecules 2025 dataset.

Properties
Orbital gap (alpha / beta) ... 8.223 / 8.229 eV
Energy ... -5156.6112 eV
Total charge ... +1
Highest occupied orbital energy (alpha / beta) ... -15.5 / -15.5 eV

Atoms and positions in Å:
1 C -0.68 0.46 -0.07
2 C 1.64 0.16 -0.05
3 N -1.87 -0.12 -0.03
4 N 0.34 -0.10 0.34
5 H -0.55 1.45 -0.63
6 H 1.59 0.00 -1.09
7 H 2.37 -0.49 0.44
8 H 1.92 1.15 0.02
9 H -2.79 0.36 0.03
10 H -1.74 -1.02 0.44
11 H -0.23 -1.83 0.60

---

2.
The following is a quantum chemistry calculation of a gas-phase ion, C2H7N2 (charge +2) in a non-equilibrium geometry, from the Open Molecules 2025 dataset.

Properties
Multiplicity ... 2
Orbital gap (alpha / beta) ... 8.426 / 8.407 eV
Energy ... -5140.4047 eV
Total charge ... +2
Highest occupied orbital energy (alpha / beta) ... -23.6 / -23.4 eV

Atoms and positions in Å:
1 C -1.23 -0.28 1.39
2 N 1.44 0.09 -1.06
3 C 0.19 0.59 -0.55
4 N -0.37 -0.54 0.20
5 H -0.61 0.02 2.26
6 H -2.14 0.26 1.18
7 H -1.51 -1.20 1.78
8 H 1.16 -0.95 -1.19
9 H 1.91 0.50 -1.81
10 H 0.37 1.57 0.10
11 H -0.40 1.04 -1.38

---

3.
The following is a quantum chemistry calculation of a gas-phase ion, C2H7N2O (charge -1) in a non-equilibrium geometry, from the Open Molecules 2025 dataset.

Properties
Orbital gap ... 6.690 eV
Energy ... -7210.5391 eV
Total charge ... -1
SMILES ... CN(C)N[O-]
Highest occupied orbital energy ... -2.2 eV

Atoms and positions in Å:
1 C 0.79 1.02 -0.04
2 N 0.08 -0.09 0.56
3 C 0.30 -1.31 -0.17
4 N -1.38 0.07 0.79
5 O -2.08 0.22 -0.73
6 H 0.66 1.93 0.61
7 H 1.94 0.93 0.00
8 H 0.45 1.11 -1.19
9 H -0.73 -1.32 -0.85
10 H 1.15 -1.36 -0.78
11 H 0.39 -2.11 0.43
12 H -1.56 0.91 1.36

---

4.
The following is a quantum chemistry calculation of 2 unconnected molecules or ions with the total composition C2H7N2O in a non-equilibrium geometry, from the Open Molecules 2025 dataset.

Properties
Multiplicity ... 3
Orbital gap (alpha / beta) ... 4.947 / 7.618 eV
Energy ... -7209.3583 eV
Total charge ... -1
Highest occupied orbital energy (alpha / beta) ... -0.1 / -3.0 eV

Atoms and positions in Å:
1 C -1.26 0.71 -0.21
2 C -0.87 -0.14 0.91
3 N 1.85 -1.01 -0.45
4 N 1.45 0.07 0.40
5 O 1.38 1.07 -0.41
6 H -0.18 1.24 -0.58
7 H -1.67 0.20 -1.13
8 H -2.02 1.56 0.10
9 H -1.09 0.19 1.96
10 H -0.66 -1.16 0.93
11 H 1.60 -1.95 -0.13
12 H 1.46 -0.77 -1.41

---

5.
The following is a quantum chemistry calculation of 2 unconnected molecules or ions with the total composition C2H7N2O in a non-equilibrium geometry, from the Open Molecules 2025 dataset.

Properties
Multiplicity ... 2
Orbital gap (alpha / beta) ... 2.794 / 6.984 eV
Energy ... -7209.0836 eV
Total charge ... -2
Highest occupied orbital energy (alpha / beta) ... 4.9 / 0.5 eV

Atoms and positions in Å:
1 C -1.15 -2.03 0.58
2 N -2.31 -1.84 1.11
3 H -0.29 -2.28 1.23
4 H -0.93 -1.99 -0.54
5 H -2.89 -1.33 0.43
6 N 1.47 2.00 0.14
7 C 0.94 1.10 -0.91
8 O 0.27 0.02 -0.44
9 H 2.09 1.45 0.75
10 H 0.67 2.33 0.69
11 H 0.30 1.75 -1.54
12 H 1.85 0.81 -1.50

---

6.
The following is a quantum chemistry calculation of 2 unconnected molecules or ions with the total composition C2H7N2O in a non-equilibrium geometry, from the Open Molecules 2025 dataset.

Properties
Orbital gap ... 8.894 eV
Energy ... -7207.6804 eV
Total charge ... +1
Highest occupied orbital energy ... -14.2 eV

Atoms and positions in Å:
1 C 1.74 -1.12 1.40
2 N 1.23 -0.07 1.97
3 H 2.72 -1.55 1.75
4 H 1.16 -1.64 0.65
5 H 0.48 0.33 1.31
6 H 1.86 0.47 2.63
7 C -1.14 0.09 -1.40
8 N -1.85 1.14 -1.77
9 O -0.22 -0.03 -0.65
10 H -1.73 -0.74 -1.85
11 H -1.45 2.10 -1.77
12 H -2.80 1.02 -2.26

---

Repeat the fifth record exactly.
The following is a quantum chemistry calculation of 2 unconnected molecules or ions with the total composition C2H7N2O in a non-equilibrium geometry, from the Open Molecules 2025 dataset.

Properties
Multiplicity ... 2
Orbital gap (alpha / beta) ... 2.794 / 6.984 eV
Energy ... -7209.0836 eV
Total charge ... -2
Highest occupied orbital energy (alpha / beta) ... 4.9 / 0.5 eV

Atoms and positions in Å:
1 C -1.15 -2.03 0.58
2 N -2.31 -1.84 1.11
3 H -0.29 -2.28 1.23
4 H -0.93 -1.99 -0.54
5 H -2.89 -1.33 0.43
6 N 1.47 2.00 0.14
7 C 0.94 1.10 -0.91
8 O 0.27 0.02 -0.44
9 H 2.09 1.45 0.75
10 H 0.67 2.33 0.69
11 H 0.30 1.75 -1.54
12 H 1.85 0.81 -1.50

---

What did the first record say?
The following is a quantum chemistry calculation of 2 unconnected molecules or ions with the total composition C2H7N2 in a non-equilibrium geometry, from the Open Molecules 2025 dataset.

Properties
Orbital gap (alpha / beta) ... 8.223 / 8.229 eV
Energy ... -5156.6112 eV
Total charge ... +1
Highest occupied orbital energy (alpha / beta) ... -15.5 / -15.5 eV

Atoms and positions in Å:
1 C -0.68 0.46 -0.07
2 C 1.64 0.16 -0.05
3 N -1.87 -0.12 -0.03
4 N 0.34 -0.10 0.34
5 H -0.55 1.45 -0.63
6 H 1.59 0.00 -1.09
7 H 2.37 -0.49 0.44
8 H 1.92 1.15 0.02
9 H -2.79 0.36 0.03
10 H -1.74 -1.02 0.44
11 H -0.23 -1.83 0.60

---

> The highest total charge belongs to which entry?

number 2